# C4H15N2O2

2 unconnected molecules or ions with the total composition C4H15N2O2 (ωB97M-V/def2-TZVPD, the Open Molecules 2025 dataset).

```
! RIJCOSX wB97M-V def2-TZVPD def2/J DEFGRID3
* xyz 0 2
C 0.115 1.621 0.011
O -0.935 1.967 0.905
C 0.955 0.561 0.662
C 1.871 -0.241 -0.279
C 1.253 -0.738 -1.566
N -0.071 -1.335 -1.251
N 0.020 -0.401 1.410
H -0.244 1.396 -0.965
H 0.798 2.484 -0.021
H -1.613 2.441 0.403
H 1.623 0.922 1.436
H 2.697 0.433 -0.421
H 2.247 -1.096 0.286
H 1.142 0.041 -2.259
H 1.853 -1.471 -2.108
H -0.786 -0.949 -1.860
H -0.085 -2.345 -1.303
H -0.214 -1.107 0.690
H -0.882 0.100 1.528
H 0.253 -0.811 2.326
H -3.745 -0.971 1.248
H -3.263 -0.087 0.130
O -2.990 -0.416 1.001
*
```

Computed properties:
Gap between HOMO and LUMO (alpha / beta) (hartree): 0.111 / 0.391
Expectation value of S²: 0.75
Energy above the lowest of the compared OMol25 structures with the same formula, charge and spin (eV): 1.586
HOMO level (alpha / beta) (Ha): -0.0889 / -0.3725
LUMO energy (alpha / beta) (eV): 0.61 / 0.52
Strongest force on any atom (eV Å⁻¹): 2.38

# CH6N4

A molecular structure, CH6N4 (ωB97M-V/def2-TZVPD, the Open Molecules 2025 dataset).

```
! RIJCOSX wB97M-V def2-TZVPD def2/J DEFGRID3
* xyz 0 1
C -0.279 0.436 -0.110
H 2.874 -0.320 -0.418
H 1.963 -0.908 0.765
H 1.503 0.979 1.000
H -0.513 1.480 -0.219
H -2.278 0.242 -1.319
H -3.031 -1.121 0.672
N 1.834 -0.733 -0.227
N 1.182 0.574 -0.050
N -1.000 -0.597 -0.116
N -2.255 -0.034 0.022
*
```

Computed properties:
Gap between HOMO and LUMO (hartree): 0.322
Energy above the lowest of the compared OMol25 structures with the same formula, charge and spin (eV): 7.303
HOMO level (Ha): -0.3109
LUMO energy (eV): 0.30
Strongest force on any atom (eV Å⁻¹): 5.61

# C12H32BrClO12S4Zn

A molecular structure, C12H32BrClO12S4Zn (ωB97M-V/def2-TZVPD, the Open Molecules 2025 dataset).

```
! RIJCOSX wB97M-V def2-TZVPD def2/J DEFGRID3
* xyz 0 1
Zn 0.799 -0.645 0.151
Br 2.993 0.232 -0.600
Cl -1.221 -1.742 0.801
O 0.553 -1.715 -1.785
S 0.318 -1.642 -3.225
O -0.253 -2.782 -3.961
O -0.701 -0.406 -3.515
C -0.989 -0.086 -4.872
C -2.145 -0.923 -5.469
C 1.893 -1.113 -4.099
H -0.102 -0.314 -5.462
H -1.352 0.917 -5.097
H -2.045 -1.400 -6.444
H -3.016 -0.295 -5.658
H -2.456 -1.652 -4.721
H 1.779 -1.196 -5.180
H 2.651 -1.876 -3.919
H 2.280 -0.149 -3.768
O 2.334 0.609 3.850
S 1.303 1.273 3.055
O 0.871 0.522 1.852
O 0.038 1.712 4.010
C -1.276 1.667 3.466
C -2.391 1.415 4.511
C 2.012 2.994 2.463
H -1.445 0.955 2.658
H -1.504 2.607 2.964
H -2.413 2.282 5.171
H -2.138 0.559 5.136
H -3.367 1.343 4.030
H 3.067 2.902 2.204
H 1.907 3.651 3.326
H 1.519 3.348 1.558
O 0.018 3.294 -0.352
S -0.542 2.251 -1.112
O -0.271 0.866 -0.879
O -2.165 2.382 -0.996
C -3.039 1.537 -1.746
C -3.990 2.434 -2.580
C -0.275 2.742 -2.877
H -3.504 0.808 -1.083
H -2.354 0.953 -2.361
H -3.419 3.117 -3.210
H -4.762 2.877 -1.950
H -4.514 1.777 -3.274
H 0.438 3.558 -2.988
H -1.204 3.061 -3.349
H 0.089 1.844 -3.377
O 2.150 -4.521 2.058
S 2.523 -3.083 2.143
O 1.840 -2.043 1.353
O 2.491 -2.539 3.719
C 1.164 -2.355 4.311
C 0.475 -3.662 4.747
C 4.304 -2.832 1.773
H 0.618 -1.820 3.534
H 1.244 -1.648 5.137
H 0.322 -4.300 3.876
H -0.393 -3.376 5.340
H 1.180 -4.067 5.473
H 4.817 -2.889 2.733
H 4.417 -1.843 1.328
H 4.840 -3.570 1.177
*
```

Computed properties:
Gap between HOMO and LUMO (hartree): 0.320
Energy above the lowest of the compared OMol25 structures with the same formula, charge and spin (eV): 0.000
HOMO level (Ha): -0.3153
LUMO energy (eV): 0.14
Strongest force on any atom (eV Å⁻¹): 3.67

# C34H33FN8O9PS2Sr

A molecular structure, C34H33FN8O9PS2Sr (ωB97M-V/def2-TZVPD, the Open Molecules 2025 dataset).

```
! RIJCOSX wB97M-V def2-TZVPD def2/J DEFGRID3
* xyz -1 1
Sr 1.654 -0.255 -0.375
O 1.173 2.874 1.081
C 0.761 2.725 -0.082
O 1.251 1.908 -0.931
C -0.527 3.520 -0.392
C -0.557 4.777 -0.915
C -1.764 5.507 -0.952
C -2.912 5.003 -0.390
C -2.902 3.746 0.187
C -1.732 2.923 0.139
O -1.709 1.743 0.561
N -4.070 3.310 0.897
O -3.948 2.463 1.775
O -5.145 3.827 0.619
N -1.776 6.836 -1.496
O -2.833 7.452 -1.518
O -0.723 7.297 -1.914
H 0.346 5.232 -1.296
H -3.805 5.608 -0.347
C -6.378 -3.665 -1.311
C -5.216 -2.756 -1.612
C -5.182 -1.457 -1.114
C -4.072 -0.657 -1.303
C -2.967 -1.139 -1.997
C -3.003 -2.418 -2.536
C -4.125 -3.209 -2.346
S -0.883 -0.578 -0.575
O -1.799 -0.402 -2.028
O -1.795 -1.297 0.331
N 0.252 -1.652 -1.097
C 0.731 -2.456 -0.133
C -0.052 -3.533 0.395
C 0.584 -4.588 0.989
C 1.983 -4.566 1.133
C 2.643 -3.421 0.767
N 2.040 -2.360 0.204
H -7.286 -3.092 -1.129
H -6.173 -4.262 -0.418
H -6.559 -4.356 -2.135
H -6.018 -1.079 -0.538
H -4.010 0.325 -0.853
H -2.133 -2.782 -3.069
H -4.142 -4.212 -2.756
H -1.116 -3.499 0.210
H 0.010 -5.436 1.343
H 2.513 -5.409 1.549
H 3.706 -3.280 0.929
F 8.672 0.862 -1.253
C 7.319 0.665 -1.277
C 6.809 -0.489 -1.831
C 5.426 -0.683 -1.840
C 4.513 0.255 -1.322
C 5.106 1.415 -0.779
C 6.483 1.621 -0.736
H 7.490 -1.227 -2.243
H 5.026 -1.601 -2.266
H 4.426 2.167 -0.386
H 6.910 2.507 -0.279
C -0.427 1.036 3.257
N -0.632 -0.121 2.349
C -0.783 -1.422 3.047
N 0.286 -1.641 3.979
C 0.447 -0.481 4.848
N 0.662 0.772 4.154
C 1.937 0.779 3.427
P 2.106 -0.556 2.130
C 0.512 -0.216 1.393
C 1.510 -1.932 3.212
H -1.354 1.211 3.805
H -0.194 1.898 2.629
H -1.470 -0.006 1.748
H -0.757 -2.186 2.278
H -1.758 -1.471 3.536
H 1.301 -0.669 5.502
H -0.462 -0.393 5.451
H 2.741 0.718 4.163
H 2.021 1.736 2.906
H 0.464 -1.120 0.768
H 0.512 0.672 0.797
H 2.296 -2.262 3.896
H 1.264 -2.770 2.575
S 0.504 -0.933 -4.525
C 0.061 0.705 -4.353
C 1.140 1.435 -3.959
N 2.298 0.726 -3.821
C 2.123 -0.526 -4.094
H -0.943 1.021 -4.576
H 1.165 2.497 -3.772
H 2.920 -1.256 -4.088
*
```

Computed properties:
Gap between HOMO and LUMO (hartree): 0.197
Energy above the lowest of the compared OMol25 structures with the same formula, charge and spin (eV): 8.274
HOMO level (Ha): -0.1418
LUMO energy (eV): 1.51
Strongest force on any atom (eV Å⁻¹): 17.04

# C8H11F2N

C8H11F2N in the gas phase (ωB97M-V/def2-TZVPD, the Open Molecules 2025 dataset).

```
! RIJCOSX wB97M-V def2-TZVPD def2/J DEFGRID3
* xyz 0 1
C 1.695 -1.792 -0.890
N 1.562 -0.603 -0.085
C 2.364 -0.453 1.103
C 0.499 0.209 -0.294
C 0.231 1.369 0.346
C -0.941 2.155 0.112
C -2.159 1.774 -0.331
C -2.711 0.453 -0.522
C -2.438 -0.664 0.142
F -3.056 -1.831 -0.088
F -1.526 -0.849 1.095
H 1.846 -1.531 -1.938
H 2.552 -2.372 -0.557
H 0.803 -2.426 -0.818
H 2.876 -1.385 1.319
H 3.115 0.334 0.980
H 1.726 -0.198 1.952
H -0.154 -0.111 -1.095
H 0.948 1.782 1.038
H -0.826 3.215 0.314
H -2.871 2.555 -0.564
H -3.533 0.368 -1.220
*
```

Computed properties:
Gap between HOMO and LUMO (hartree): 0.290
Energy above the lowest of the compared OMol25 structures with the same formula, charge and spin (eV): 0.195
HOMO level (Ha): -0.2580
LUMO energy (eV): 0.86
Strongest force on any atom (eV Å⁻¹): 0.86
SMILES string: CN(C)/C=C/C=C\C=C(F)F

# C10H11BrFO4PS

C10H11BrFO4PS in the gas phase (ωB97M-V/def2-TZVPD, the Open Molecules 2025 dataset).

```
! RIJCOSX wB97M-V def2-TZVPD def2/J DEFGRID3
* xyz 0 1
O 2.908 3.501 0.029
S 2.408 2.359 -0.733
O 0.764 2.620 -0.838
C 0.063 1.456 -1.318
C -0.023 0.396 -0.113
C -1.481 -0.098 0.128
C -2.465 0.928 0.562
C -3.856 0.631 0.863
C -4.336 -0.761 0.713
C -3.383 -1.795 0.275
C -1.971 -1.462 -0.027
C 1.009 -0.736 -0.444
F 0.934 -1.862 0.407
C 2.540 -0.225 -0.440
P 3.530 -1.531 0.512
O 5.154 -1.090 0.344
Br 3.135 -1.298 2.752
O 2.720 1.037 0.249
H -0.946 1.727 -1.710
H 0.642 1.013 -2.183
H 0.273 0.980 0.808
H -2.106 1.981 0.672
H -4.508 1.476 1.190
H -5.402 -0.979 0.954
H -3.749 -2.849 0.187
H -1.275 -2.280 -0.339
H 0.812 -1.068 -1.507
H 2.955 -0.157 -1.491
H 5.653 -1.915 0.500
*
```

Computed properties:
Gap between HOMO and LUMO (hartree): 0.342
HOMO level (Ha): -0.3333
LUMO energy (eV): 0.24
Strongest force on any atom (eV Å⁻¹): 2.65

# C24H37ClN2O3Tb

A molecular structure, C24H37ClN2O3Tb (ωB97M-V/def2-TZVPD, the Open Molecules 2025 dataset).

```
! RIJCOSX wB97M-V def2-TZVPD def2/J DEFGRID3
* xyz -1 7
Tb 0.400 -0.016 0.241
Cl 2.450 -0.056 -1.634
N 0.141 2.282 0.123
N 0.073 -2.290 0.120
C -0.318 3.041 -0.888
C -0.379 -3.045 -0.877
C 1.186 3.029 0.840
C 1.530 4.156 -0.134
C 2.433 2.215 1.227
C 0.485 3.491 2.106
H 2.915 1.762 0.349
H 2.216 1.370 1.908
H 3.168 2.855 1.759
H -0.422 4.035 1.789
H 1.135 4.109 2.754
H 0.131 2.589 2.639
C 1.078 -3.054 0.884
C 1.415 -4.203 -0.062
C 0.330 -3.490 2.129
C 2.332 -2.267 1.311
H 2.836 -1.821 0.442
H 3.050 -2.927 1.838
H 2.112 -1.432 2.009
H -0.588 -4.009 1.804
H -0.004 -2.553 2.603
H 0.951 -4.096 2.817
O 0.278 -4.174 -1.048
H 1.472 -5.218 0.416
H 2.314 -3.954 -0.653
O 0.369 4.144 -1.090
H 2.404 3.870 -0.747
H 1.639 5.174 0.325
C -1.439 2.575 -1.733
C -1.469 -2.561 -1.763
C -1.415 -1.185 -2.464
H -2.354 -2.468 -1.106
H -1.619 -3.385 -2.475
C -1.508 0.010 -1.615
C -1.408 1.212 -2.454
H -1.962 0.027 -0.340
C -1.579 1.226 -3.877
C -1.701 0.025 -4.643
C -1.837 2.518 -4.657
C -1.586 -1.184 -3.888
H -1.949 0.031 -5.717
C -1.854 -2.466 -4.682
H -1.988 -2.244 -5.756
H -2.780 -2.967 -4.323
H -1.016 -3.183 -4.564
H -2.763 3.018 -4.297
H -1.968 2.306 -5.734
H -0.997 3.229 -4.528
H -1.623 3.410 -2.428
H -2.298 2.473 -1.045
C -1.360 0.796 3.870
C -0.025 0.051 3.636
C 1.220 0.750 4.204
C -0.146 -1.203 4.513
O 0.224 -0.260 2.255
H -1.530 1.054 4.960
H -2.150 0.084 3.559
H -1.465 1.697 3.241
H 1.227 0.770 5.325
H 2.063 0.125 3.855
H 1.373 1.741 3.730
H -1.033 -1.794 4.170
H 0.758 -1.834 4.326
H -0.222 -0.884 5.565
*
```

Computed properties:
Gap between HOMO and LUMO (alpha / beta) (hartree): 0.146 / 0.126
Expectation value of S²: 13.02
HOMO level (alpha / beta) (Ha): -0.0488 / -0.0265
LUMO energy (alpha / beta) (eV): 2.64 / 2.71
Strongest force on any atom (eV Å⁻¹): 5.28

# C5H8O2S

C5H8O2S in the gas phase (ωB97M-V/def2-TZVPD, the Open Molecules 2025 dataset).

```
! RIJCOSX wB97M-V def2-TZVPD def2/J DEFGRID3
* xyz 0 1
O -0.810 1.008 -2.084
C -1.192 0.446 -0.848
C 0.014 -0.222 -0.177
C 0.495 -1.389 -1.001
S 0.181 -2.939 -0.708
C -0.066 -0.387 1.344
C 0.999 0.715 1.375
O 1.073 0.760 -0.070
H -0.054 1.579 -1.882
H -1.981 -0.278 -1.023
H -1.578 1.202 -0.153
H 1.073 -1.106 -1.856
H 0.264 -1.374 1.714
H -1.015 -0.128 1.770
H 1.949 0.433 1.786
H 0.648 1.679 1.813
*
```

Computed properties:
Gap between HOMO and LUMO (hartree): 0.316
Energy above the lowest of the compared OMol25 structures with the same formula, charge and spin (eV): 1.894
HOMO level (Ha): -0.3265
LUMO energy (eV): -0.29
Strongest force on any atom (eV Å⁻¹): 0.95
SMILES string: OC[C@]1(C=S)CCO1

> Which formula does entry 8 have?

C5H8O2S